No. 1
{"formula": "C30H28BFN3O4OsS", "method": "wB97M-V/def2-TZVPD", "mol_weight_g_mol": 746.7, "s_squared": 6.06, "homo_ev": [-2.9, -3.7], "homo_lumo_gap_ev": [5.26, 5.81], "total_charge": -1, "multiplicity": 5, "e_tot_ha": -2238.90551, "elements": ["Os", "O", "C", "C", "C", "C", "C", "C", "C", "O", "N", "N", "C", "C", "C", "C", "C", "C", "N", "H", "H", "H", "H", "H", "H", "H", "H", "H", "H", "S", "F", "C", "C", "C", "C", "C", "C", "C", "H", "H", "H", "H", "H", "H", "C", "C", "C", "C", "C", "C", "C", "C", "O", "B", "O", "C", "C", "H", "H", "H", "H", "H", "H", "H", "H", "H", "H", "H", "H"], "xyz": [[0.8236, -0.9310, 1.8138], [0.5547, 3.6845, 4.9939], [0.0408, 4.2447, 3.8809], [-0.4183, 5.5489, 3.9567], [-0.9864, 6.1784, 2.8601], [-1.0873, 5.5020, 1.6541], [-0.5928, 4.2200, 1.5458], [-0.0129, 3.5559, 2.6377], [0.5204, 2.2347, 2.5321], [0.8580, 1.7038, 1.2706], [0.8025, 1.5264, 3.5864], [1.1752, 0.2576, 3.4601], [1.5315, -0.3674, 4.5879], [2.0921, -1.6477, 4.5047], [2.4659, -2.3908, 5.6527], [2.9924, -3.6453, 5.5113], [3.1747, -4.1573, 4.2205], [2.8338, -3.3675, 3.1388], [2.3153, -2.1536, 3.2459], [0.7359, 2.7337, 4.7812], [-0.3209, 6.0670, 4.8993], [-1.3464, 7.1932, 2.9482], [-1.5473, 5.9720, 0.7966], [-0.6686, 3.7085, 0.5965], [1.4124, 0.1336, 5.5441], [2.3242, -1.9471, 6.6283], [3.2759, -4.2369, 6.3738], [3.5689, -5.1488, 4.0722], [2.9955, -3.7205, 2.1278], [-1.0727, -1.8329, 2.4916], [2.8568, -6.6876, -1.0532], [2.3258, -5.4472, -0.8324], [2.9353, -4.3488, -1.4035], [2.3928, -3.0979, -1.1809], [1.2383, -2.9289, -0.4084], [0.6445, -1.6048, -0.1955], [0.6504, -4.0763, 0.1508], [1.1915, -5.3268, -0.0467], [3.8096, -4.4862, -2.0211], [2.8595, -2.2299, -1.6268], [-0.4210, -1.6369, -0.4553], [1.1295, -0.8545, -0.8506], [-0.2263, -3.9513, 0.7690], [0.7549, -6.2103, 0.3924], [-2.1813, 0.0531, -6.0989], [-2.8919, 0.5063, -4.8154], [-3.8770, 1.6393, -5.1357], [-3.6770, -0.6803, -4.2516], [-1.8782, 1.0382, -3.8118], [-0.8348, 1.8473, -4.2604], [0.1504, 2.3454, -3.4219], [0.0472, 2.0280, -2.0867], [0.8665, 2.3466, -1.0483], [0.2573, 1.7919, 0.0789], [-0.9296, 1.1536, -0.2633], [-1.0340, 1.2809, -1.6090], [-1.9951, 0.7686, -2.4493], [-2.8839, -0.4387, -6.7675], [-1.3813, -0.6445, -5.8615], [-1.7537, 0.8957, -6.6353], [-4.6661, 1.2857, -5.7968], [-3.3646, 2.4695, -5.6156], [-4.3273, 2.0055, -4.2161], [-4.3106, -1.1107, -5.0235], [-4.3187, -0.3665, -3.4345], [-3.0056, -1.4545, -3.8929], [-0.7751, 2.0970, -5.3071], [0.9682, 2.9401, -3.7956], [-2.7858, 0.1718, -2.0316]], "mulliken_charge": [0.8191, -0.6865, -0.1831, -0.6633, -0.3422, -1.0932, -0.5826, 0.8520, 0.8442, -0.9471, -0.8468, -0.0891, -0.4855, 0.8068, -0.9787, -0.1447, -0.8549, -0.0355, -0.2536, 0.5453, 0.4027, 0.3680, 0.4096, 0.7475, 0.2926, 0.3398, 0.4048, 0.3766, 0.3582, -0.6232, -0.3694, 0.4846, -0.6450, -0.2652, 0.5773, -1.4741, -0.2973, -0.6682, 0.4086, 0.3530, 0.4364, 0.2852, 0.2920, 0.4196, -1.7410, 2.1108, -1.6435, -1.9862, 0.5830, -0.4445, -1.9977, 1.0809, -0.5923, 1.2622, -0.3941, 0.1784, -0.5745, 0.4451, 0.3942, 0.3646, 0.4229, 0.3687, 0.3710, 0.4420, 0.3442, 0.4557, 0.2921, 0.4906, 0.4730]}

No. 2
{"formula": "C30H28BN6OOsSe4", "method": "wB97M-V/def2-TZVPD", "mol_weight_g_mol": 1005.5, "s_squared": 6.04, "homo_ev": [-2.6, -3.8], "homo_lumo_gap_ev": [4.84, 6.01], "total_charge": -1, "multiplicity": 5, "e_tot_ha": -11285.09823, "elements": ["Os", "C", "C", "C", "C", "N", "N", "B", "N", "N", "C", "C", "C", "C", "C", "C", "C", "C", "C", "C", "N", "N", "C", "C", "C", "C", "C", "C", "C", "C", "C", "C", "C", "C", "C", "C", "C", "C", "H", "H", "H", "H", "H", "H", "H", "H", "H", "H", "H", "H", "H", "H", "H", "H", "H", "H", "H", "H", "H", "H", "H", "H", "H", "H", "H", "H", "Se", "Se", "Se", "Se", "O"], "xyz": [[-0.1479, -0.5994, -0.3307], [0.5347, 4.7850, -0.1796], [0.1580, 3.5306, -0.8961], [-0.2418, 3.3844, -2.2020], [-0.5047, 2.0091, -2.3708], [-0.2303, 1.3682, -1.2410], [0.1462, 2.3092, -0.3239], [0.4676, 1.9691, 1.1533], [-0.8015, 1.3231, 1.7925], [-1.2890, 0.1505, 1.3072], [-2.3622, -0.1642, 2.0407], [-2.5629, 0.8295, 3.0113], [-1.5520, 1.7503, 2.8169], [-1.2812, 3.0106, 3.5695], [-3.1772, -1.3750, 1.8252], [-4.2798, -1.6130, 2.6469], [-5.0678, -2.7386, 2.4735], [-4.7690, -3.6520, 1.4719], [-3.6758, -3.4256, 0.6492], [-2.8875, -2.2992, 0.8233], [1.6537, 0.9928, 1.3388], [1.6614, -0.2748, 0.8339], [2.7892, -0.8479, 1.2310], [3.5495, 0.0798, 1.9717], [2.7956, 1.2262, 2.0185], [3.1191, 2.5191, 2.6915], [3.1809, -2.2415, 0.9561], [4.4151, -2.7146, 1.4073], [4.8045, -4.0219, 1.1708], [3.9649, -4.8870, 0.4799], [2.7359, -4.4282, 0.0330], [2.3499, -3.1194, 0.2703], [-1.0386, 1.3910, -3.5984], [-1.2535, 2.1829, -4.7279], [-1.7799, 1.6406, -5.8876], [-2.1105, 0.2922, -5.9393], [-1.9073, -0.4997, -4.8205], [-1.3750, 0.0438, -3.6639], [0.4561, 5.6270, -0.8643], [1.5586, 4.7339, 0.1915], [-0.1224, 4.9667, 0.6713], [-0.3553, 4.1733, -2.9236], [0.7257, 2.9853, 1.7248], [-3.3356, 0.8804, 3.7581], [-2.0281, 3.1348, 4.3510], [-1.3212, 3.8776, 2.9099], [-0.2946, 2.9865, 4.0326], [-4.5311, -0.9140, 3.4340], [-5.9189, -2.9037, 3.1227], [-5.3843, -4.5325, 1.3347], [-3.4289, -4.1275, -0.1373], [-2.0370, -2.1458, 0.1640], [4.5121, -0.0665, 2.4275], [4.0942, 2.4413, 3.1683], [2.3790, 2.7652, 3.4534], [3.1485, 3.3396, 1.9743], [5.0875, -2.0618, 1.9469], [5.7677, -4.3676, 1.5264], [4.2695, -5.9094, 0.2924], [2.0670, -5.0834, -0.5104], [1.3861, -2.7855, -0.0881], [-1.0088, 3.2367, -4.7116], [-1.9353, 2.2721, -6.7539], [-2.5232, -0.1344, -6.8453], [-2.1583, -1.5531, -4.8398], [-1.2326, -0.5944, -2.8044], [-0.0326, -2.9685, -2.2758], [1.3566, -2.2978, -4.3240], [3.3398, -1.8172, -3.1666], [2.5935, 0.2222, -2.2415], [0.8760, -1.2653, -1.7993]], "mulliken_charge": [0.7229, -1.3922, 0.7150, -1.2703, 0.3335, -0.4386, 0.8619, -1.1946, 0.6634, -0.1329, 0.4531, -1.2237, 0.6570, -1.2932, 0.8638, -0.6390, -0.7451, -0.3151, -1.0238, -0.2444, 0.8952, -0.2763, 0.2662, -1.2793, 0.7166, -1.4062, 1.0636, -0.7934, -0.7090, -0.4262, -0.9068, 0.2707, 1.0740, -0.6780, -0.7595, -0.3832, -0.9956, -0.0632, 0.3932, 0.2063, 0.2012, 0.4070, -0.1246, 0.4059, 0.3800, 0.2013, 0.2003, 0.2891, 0.3765, 0.3775, 0.4105, 0.6090, 0.4092, 0.3843, 0.2015, 0.2058, 0.2574, 0.3758, 0.3780, 0.3891, 0.2069, 0.2607, 0.3671, 0.3822, 0.4280, 0.4440, -0.2729, -0.3509, -0.2968, -0.0360, -0.0339]}

No. 3
{"formula": "C30H28F3N3O5SSn", "method": "wB97M-V/def2-TZVPD", "mol_weight_g_mol": 718.3, "homo_ev": -8.5, "homo_lumo_gap_ev": 8.78, "e_tot_ha": -2612.56598, "elements": ["Sn", "C", "C", "C", "C", "C", "C", "C", "S", "O", "O", "N", "C", "C", "C", "O", "O", "H", "H", "H", "H", "H", "H", "H", "H", "H", "H", "H", "H", "C", "N", "N", "C", "O", "C", "C", "C", "C", "C", "C", "C", "C", "C", "H", "H", "H", "H", "H", "H", "H", "H", "H", "H", "H", "H", "F", "C", "F", "F", "C", "C", "C", "C", "C", "C", "C", "C", "H", "H", "H", "H"], "xyz": [[2.8542, -1.4753, -1.4963], [2.1039, 5.4818, -2.7851], [1.9477, 4.8103, -1.4495], [1.7876, 5.5569, -0.2848], [1.6266, 4.9376, 0.9445], [1.6143, 3.5526, 1.0020], [1.7627, 2.7822, -0.1453], [1.9346, 3.4193, -1.3621], [1.4002, 2.7591, 2.5570], [0.6899, 1.5300, 2.3085], [0.8810, 3.6907, 3.5177], [2.9573, 2.4900, 3.0253], [3.7882, 1.5179, 2.3089], [3.4365, 0.0364, 2.5293], [3.6347, -0.7522, 1.2498], [4.5372, -1.5563, 1.0877], [2.7280, -0.4630, 0.3459], [2.2510, 6.5555, -2.6762], [1.2166, 5.3236, -3.4013], [2.9550, 5.0727, -3.3308], [1.7839, 6.6388, -0.3416], [1.4973, 5.5129, 1.8517], [1.7223, 1.7003, -0.0920], [2.0396, 2.8180, -2.2581], [2.9932, 2.4351, 4.0378], [4.8176, 1.7098, 2.6097], [3.7286, 1.7681, 1.2494], [2.3842, -0.0319, 2.7956], [4.0475, -0.4033, 3.3160], [-2.0263, -4.0337, 2.3489], [-1.2529, -3.1433, 1.5004], [-0.3670, -3.6432, 0.5619], [0.5531, -2.6752, 0.2588], [1.4146, -2.8601, -0.6496], [0.2767, -1.5709, 1.1045], [-0.8145, -1.9073, 1.8525], [-1.4781, -1.1415, 2.9406], [-0.6529, -4.7998, -0.2129], [-1.9210, -4.9835, -0.7480], [-2.1803, -6.1155, -1.5048], [-1.1725, -7.0391, -1.7441], [0.0962, -6.8336, -1.2204], [0.3616, -5.7170, -0.4430], [-1.9856, -5.0372, 1.9379], [-3.0661, -3.7123, 2.3754], [-1.6232, -4.0531, 3.3625], [0.8339, -0.6516, 1.1302], [-1.0681, -0.1346, 2.9739], [-1.3064, -1.6111, 3.9116], [-2.5554, -1.0788, 2.7807], [-2.6903, -4.2404, -0.5789], [-3.1676, -6.2668, -1.9208], [-1.3748, -7.9169, -2.3436], [0.8850, -7.5491, -1.4114], [1.3445, -5.5427, -0.0281], [-5.7876, 2.5049, -0.9101], [-5.1511, 2.7317, -2.0778], [-5.9523, 2.2816, -3.0585], [-5.0744, 4.0709, -2.2152], [-3.7959, 2.0905, -2.1026], [-3.4172, 1.2584, -3.1448], [-2.1567, 0.6841, -3.1412], [-1.2625, 0.9392, -2.0997], [-1.6593, 1.7799, -1.0538], [-2.9172, 2.3521, -1.0583], [0.0269, 0.3107, -2.0823], [1.1180, -0.2191, -2.0214], [-4.1043, 1.0576, -3.9550], [-1.8515, 0.0301, -3.9471], [-0.9788, 1.9695, -0.2357], [-3.2203, 2.9986, -0.2442]], "mulliken_charge": [0.6686, -1.3943, 0.8635, -0.8434, -0.7451, -0.0299, 0.1087, -0.9592, 1.2891, -0.4703, -0.8034, -0.3639, -0.5994, -0.1080, 0.4837, -0.6887, -0.3555, 0.3787, 0.2895, 0.3538, 0.3475, 0.5215, 0.3739, 0.4780, 0.2983, 0.4542, 0.1688, 0.1301, 0.3616, -1.0812, 0.1540, 0.4105, 0.8462, -0.8020, 0.7843, -1.1264, -1.5816, -0.1233, 0.2110, -0.7022, -0.4183, -0.7468, -0.3238, 0.4235, 0.3344, 0.3462, 0.6030, 0.2228, 0.3955, 0.3746, 0.4727, 0.3814, 0.3995, 0.3740, 0.4642, -0.2609, 0.8895, -0.2852, -0.2552, 0.4053, -0.6462, -0.6395, 0.2137, -0.3847, -1.0907, -0.1733, -0.2800, 0.4646, 0.5053, 0.6244, 0.4126]}